{"formula": "C34H44GeN4SeTeW", "method": "ωB97M-V/def2-TZVPD", "total_charge": 2, "gap_ev": 8.0, "lumo_ev": -5.491, "symbols": ["W", "C", "C", "C", "C", "C", "H", "H", "H", "H", "H", "C", "N", "C", "C", "C", "C", "C", "N", "C", "C", "C", "C", "C", "C", "H", "H", "H", "H", "H", "H", "H", "H", "H", "H", "H", "Te", "C", "C", "C", "C", "C", "C", "C", "C", "C", "C", "C", "C", "H", "H", "H", "H", "H", "H", "H", "H", "H", "H", "C", "Ge", "C", "C", "C", "Se", "C", "H", "H", "H", "H", "H", "H", "H", "H", "H", "H", "H", "H", "H", "H", "N", "N", "H", "H", "H", "H"], "positions_angstrom": [[0.88, 0.32, -0.42], [3.02, 1.31, -1.03], [2.18, 1.31, -2.14], [1.01, 2.07, -1.83], [1.15, 2.53, -0.48], [2.39, 2.03, 0.01], [3.95, 0.78, -0.95], [2.39, 0.84, -3.09], [0.23, 2.31, -2.52], [0.49, 3.21, 0.04], [2.83, 2.24, 0.97], [-1.91, 2.24, -0.71], [-1.30, 0.91, -0.53], [-2.13, -0.06, -0.34], [-1.62, -1.34, -0.03], [-2.21, -2.59, 0.05], [-1.16, -3.49, 0.26], [0.01, -2.75, 0.30], [-0.25, -1.42, 0.14], [-2.04, 3.03, 0.57], [-2.64, 2.48, 1.70], [-2.83, 3.25, 2.84], [-2.41, 4.57, 2.87], [-1.80, 5.13, 1.75], [-1.63, 4.36, 0.61], [-2.90, 2.09, -1.14], [-1.34, 2.82, -1.43], [-3.20, 0.11, -0.41], [-3.26, -2.81, -0.04], [-1.23, -4.56, 0.38], [1.00, -3.15, 0.46], [-2.99, 1.46, 1.70], [-3.33, 2.82, 3.70], [-2.56, 5.18, 3.75], [-1.49, 6.16, 1.76], [-1.19, 4.81, -0.28], [0.53, 1.03, 2.37], [2.15, 0.00, 3.26], [3.29, 0.73, 3.61], [4.40, 0.07, 4.14], [4.36, -1.31, 4.32], [3.22, -2.03, 4.00], [2.11, -1.38, 3.47], [-0.96, 0.01, 3.47], [-1.43, 0.72, 4.57], [-2.35, 0.13, 5.42], [-2.80, -1.16, 5.17], [-2.32, -1.86, 4.07], [-1.39, -1.28, 3.22], [3.31, 1.81, 3.51], [5.27, 0.63, 4.42], [5.22, -1.82, 4.73], [3.18, -3.09, 4.18], [1.21, -1.94, 3.26], [-1.08, 1.73, 4.77], [-2.71, 0.67, 6.28], [-3.52, -1.62, 5.83], [-2.66, -2.87, 3.88], [-1.01, -1.85, 2.38], [-0.67, -2.89, -5.70], [-1.03, -0.98, -5.57], [-2.75, -0.65, -4.70], [-0.85, -0.05, -7.26], [0.32, -0.18, -4.31], [0.27, -1.11, -2.61], [1.75, -2.32, -2.96], [-1.39, -3.35, -6.37], [-0.75, -3.38, -4.73], [0.32, -3.08, -6.12], [-3.56, -1.04, -5.31], [-2.91, 0.42, -4.56], [-2.79, -1.15, -3.73], [-1.58, -0.42, -7.97], [0.14, -0.21, -7.68], [-1.00, 1.02, -7.13], [0.04, 0.86, -4.14], [1.34, -0.21, -4.70], [1.54, -2.82, -3.91], [1.77, -3.07, -2.17], [2.69, -1.77, -3.02], [3.83, -0.80, 0.62], [2.49, -1.17, 0.24], [4.27, -1.61, 1.06], [3.75, -0.10, 1.36], [2.05, -1.64, 1.04], [2.60, -1.87, -0.49]]}

***

{"formula": "C34H44IrN8O3P2S", "method": "ωB97M-V/def2-TZVPD", "total_charge": 1, "gap_ev": [6.2, 6.3], "lumo_ev": [-4.297, -4.288], "symbols": ["Ir", "O", "C", "O", "C", "C", "C", "C", "C", "C", "P", "C", "C", "C", "C", "C", "C", "C", "C", "C", "C", "C", "C", "H", "H", "H", "H", "H", "H", "H", "H", "H", "H", "H", "H", "H", "H", "N", "C", "C", "C", "N", "C", "N", "C", "C", "N", "C", "S", "N", "C", "C", "H", "H", "H", "H", "H", "H", "H", "H", "H", "H", "H", "H", "C", "N", "C", "P", "O", "N", "C", "C", "N", "C", "C", "H", "H", "H", "H", "H", "H", "H", "H", "H", "H", "H", "H", "H", "H", "H", "H", "H", "H"], "positions_angstrom": [[-0.25, 0.15, 0.76], [0.07, 0.54, 4.48], [-0.64, -0.05, 3.71], [-1.07, 0.52, 2.56], [-1.18, -1.40, 3.99], [-1.30, -1.83, 5.31], [-1.87, -3.06, 5.58], [-2.33, -3.86, 4.54], [-2.20, -3.44, 3.23], [-1.62, -2.20, 2.95], [-1.47, -1.69, 1.23], [-0.80, -3.12, 0.37], [-0.04, -4.08, 1.03], [0.49, -5.16, 0.32], [0.27, -5.26, -1.05], [-0.45, -4.28, -1.71], [-0.97, -3.21, -1.01], [-3.16, -1.45, 0.66], [-3.88, -2.48, 0.05], [-5.20, -2.26, -0.33], [-5.80, -1.03, -0.11], [-5.08, -0.01, 0.50], [-3.76, -0.21, 0.88], [-0.93, -1.19, 6.10], [-1.96, -3.40, 6.60], [-2.77, -4.83, 4.75], [-2.56, -4.06, 2.42], [0.14, -4.01, 2.09], [1.07, -5.91, 0.84], [0.68, -6.10, -1.59], [-0.60, -4.35, -2.79], [-1.53, -2.44, -1.54], [-3.42, -3.44, -0.13], [-5.75, -3.06, -0.81], [-6.83, -0.87, -0.40], [-5.55, 0.96, 0.67], [-3.20, 0.58, 1.36], [1.67, -0.12, 1.42], [2.79, 0.01, 1.11], [4.07, 0.34, 0.72], [5.17, -0.53, 0.97], [6.06, -1.24, 1.19], [4.20, 1.59, 0.05], [4.20, 2.62, -0.48], [2.64, 3.00, 3.48], [1.29, 3.71, 3.49], [0.33, 3.11, 2.54], [0.20, 3.27, 1.25], [-1.10, 2.41, 0.36], [0.90, 4.08, 0.47], [2.10, 4.92, 0.69], [1.92, 6.25, -0.02], [3.31, 3.46, 4.21], [3.11, 3.05, 2.50], [2.50, 1.95, 3.75], [1.39, 4.77, 3.28], [0.82, 3.60, 4.47], [-0.20, 2.32, 2.90], [0.61, 4.04, -0.49], [2.95, 4.39, 0.29], [2.26, 5.08, 1.75], [1.81, 6.10, -1.10], [2.81, 6.87, 0.13], [1.05, 6.79, 0.35], [0.74, 2.77, -3.29], [1.28, 1.40, -3.33], [2.76, 1.37, -3.39], [0.48, 0.20, -2.59], [0.47, 0.29, -1.07], [-1.04, 0.36, -3.19], [-2.21, -0.12, -2.46], [-1.31, 0.56, -4.62], [1.24, -1.18, -2.99], [2.03, -1.96, -2.03], [1.44, -1.57, -4.39], [0.75, 3.21, -4.28], [1.36, 3.39, -2.63], [-0.28, 2.76, -2.91], [3.09, 1.80, -4.34], [3.11, 0.34, -3.34], [3.20, 1.93, -2.57], [-1.99, -0.17, -1.39], [-2.53, -1.10, -2.81], [-3.03, 0.58, -2.60], [-0.42, 0.91, -5.13], [-2.09, 1.31, -4.73], [-1.65, -0.37, -5.09], [1.85, -1.62, -1.02], [3.10, -1.87, -2.25], [1.76, -3.02, -2.09], [0.98, -0.85, -5.06], [1.00, -2.55, -4.58], [2.50, -1.62, -4.62]]}

***

{"formula": "C34H45BrF3N2O9PPdS2", "method": "ωB97M-V/def2-TZVPD", "total_charge": -2, "gap_ev": [6.9, 6.8], "multiplicity": 3, "lumo_ev": [3.853, 3.829], "symbols": ["Pd", "C", "C", "C", "C", "C", "C", "C", "S", "O", "O", "N", "C", "C", "O", "O", "H", "H", "H", "H", "H", "H", "H", "H", "H", "Br", "C", "C", "N", "C", "C", "C", "C", "O", "O", "H", "H", "H", "C", "C", "C", "C", "C", "C", "P", "C", "C", "C", "C", "C", "C", "C", "C", "C", "C", "C", "C", "H", "H", "H", "H", "H", "H", "H", "H", "H", "H", "H", "H", "H", "H", "H", "H", "H", "H", "H", "H", "H", "H", "H", "H", "H", "H", "H", "H", "H", "H", "H", "H", "H", "F", "C", "F", "F", "S", "O", "O", "O"], "positions_angstrom": [[-0.17, 1.55, 0.87], [3.85, 2.68, -6.28], [3.73, 2.46, -4.79], [4.84, 2.07, -4.04], [4.72, 1.86, -2.68], [3.50, 2.03, -2.05], [2.39, 2.43, -2.78], [2.52, 2.65, -4.14], [3.47, 1.58, -0.30], [3.64, 0.13, -0.36], [4.60, 2.30, 0.25], [2.09, 1.97, 0.36], [1.93, 3.42, 0.50], [0.91, 3.93, -0.57], [1.14, 5.02, -1.11], [-0.06, 3.14, -0.81], [4.89, 2.63, -6.60], [3.45, 3.66, -6.56], [3.28, 1.93, -6.82], [5.80, 1.92, -4.53], [5.57, 1.57, -2.07], [1.44, 2.57, -2.28], [1.66, 2.98, -4.71], [2.86, 3.96, 0.38], [1.50, 3.66, 1.48], [-7.24, 3.93, 3.02], [-6.47, 2.81, 1.69], [-7.29, 2.25, 0.73], [-6.82, 1.47, -0.24], [-5.51, 1.23, -0.26], [-4.61, 1.75, 0.66], [-5.11, 2.58, 1.67], [-3.12, 1.48, 0.53], [-2.34, 2.35, 1.02], [-2.80, 0.45, -0.09], [-8.36, 2.44, 0.73], [-5.15, 0.59, -1.05], [-4.42, 2.99, 2.39], [-2.96, -4.27, 1.12], [-2.46, -3.54, 2.37], [-1.85, -2.17, 2.02], [-1.19, -2.24, 0.63], [-2.31, -2.36, -0.41], [-3.46, -3.26, 0.09], [-0.05, -0.79, 0.39], [1.48, -1.30, 1.33], [1.88, -2.79, 1.39], [1.67, -3.38, 2.78], [2.58, -2.69, 3.80], [2.72, -1.18, 3.51], [1.52, -0.66, 2.73], [0.51, -0.87, -1.38], [0.95, -2.26, -1.88], [0.88, -2.35, -3.41], [1.18, -0.99, -4.04], [0.03, -0.03, -3.74], [-0.53, -0.22, -2.31], [-3.74, -4.98, 1.38], [-2.14, -4.85, 0.67], [-1.71, -4.16, 2.88], [-3.28, -3.40, 3.07], [-1.14, -1.87, 2.79], [-2.61, -1.40, 1.99], [-0.56, -3.13, 0.60], [-1.91, -2.78, -1.34], [-2.70, -1.37, -0.62], [-3.93, -3.78, -0.75], [-4.24, -2.64, 0.56], [2.25, -0.80, 0.75], [2.94, -2.87, 1.13], [1.34, -3.39, 0.65], [1.88, -4.46, 2.77], [0.62, -3.26, 3.08], [3.57, -3.16, 3.79], [2.16, -2.83, 4.81], [3.62, -1.00, 2.91], [2.83, -0.63, 4.44], [1.60, 0.42, 2.61], [0.60, -0.85, 3.30], [1.39, -0.22, -1.36], [0.33, -3.05, -1.45], [1.98, -2.42, -1.55], [-0.12, -2.67, -3.73], [1.59, -3.11, -3.77], [1.32, -1.09, -5.12], [2.11, -0.60, -3.62], [-0.78, -0.21, -4.45], [0.37, 0.99, -3.88], [-1.43, -0.83, -2.35], [-0.81, 0.75, -1.88], [-1.30, 1.40, 6.05], [-0.42, 1.97, 5.20], [0.67, 1.18, 5.18], [-0.05, 3.14, 5.75], [-1.21, 2.21, 3.49], [-1.26, 0.82, 3.06], [-2.44, 2.82, 3.93], [-0.22, 3.05, 2.86]]}